1.
The following is a quantum chemistry calculation of a 2-piece molecular cluster, C11H15N overall in a non-equilibrium geometry, from the Open Molecules 2025 dataset.

Positions of all 27 atoms, in Å:
C -1.67 -0.29 -2.19
C -1.00 0.42 -3.35
H -1.81 -1.34 -2.47
H -0.98 -0.35 -1.33
H -2.59 0.14 -1.83
H -0.87 1.48 -3.10
H -1.70 0.52 -4.21
H -0.20 -0.03 -3.92
C 2.87 -1.11 -0.20
C 0.63 0.09 0.43
C 1.55 -1.01 0.39
C -0.44 -0.31 1.25
C 1.02 -1.92 1.33
C -0.35 2.23 0.04
C -1.47 1.82 0.81
C 0.73 1.40 -0.10
C -1.49 0.57 1.42
N -0.16 -1.52 1.87
H -0.44 3.20 -0.42
H -2.35 2.45 0.83
H 1.66 1.72 -0.57
H -2.29 0.40 2.14
H 2.88 -0.89 -1.27
H 3.27 -2.12 -0.05
H 1.50 -2.80 1.71
H -0.86 -2.04 2.37
H 3.60 -0.41 0.25

Summary:
HOMO-LUMO gap (spin up / spin down) = 0.349 / 0.229 hartree
E_tot = -482.6151 hartree
E_HOMO (spin up / spin down) = -13.147 / -13.363 eV
Expectation value of S² = 0.775
Spin multiplicity = 2
LUMO level (spin up / spin down) = -3.646 / -7.134 eV
Energy above the lowest of the compared OMol25 structures with the same formula, charge and spin = 56.0 kJ/mol
Charge = +1

---

2.
The following is a quantum chemistry calculation of one molecule with the formula C3H5NS2 in a non-equilibrium geometry, from the Open Molecules 2025 dataset.

Positions of all 11 atoms, in Å:
S -1.22 -1.42 -0.57
C -0.08 -0.61 0.65
C 0.25 0.74 0.04
C 1.41 0.73 -0.58
S 2.23 -0.81 -0.45
N 1.17 -1.29 0.90
H -0.74 -0.89 -1.71
H -0.69 -0.75 1.72
H -0.16 1.73 0.25
H 1.65 1.28 -1.46
H 1.06 -2.26 0.94

Summary:
HOMO-LUMO gap = 0.324 hartree
E_tot = -968.3636 hartree
E_HOMO = -8.025 eV
LUMO level = 0.786 eV
Energy above the lowest of the compared OMol25 structures with the same formula, charge and spin = 214.0 kJ/mol
Charge = 0

---

3.
The following is a quantum chemistry calculation of a 9-piece molecular cluster, C16H32BBr12N2O8 overall in a non-equilibrium geometry, from the Open Molecules 2025 dataset.

Positions of all 71 atoms, in Å:
N 7.97 4.62 -0.03
H 8.93 4.82 0.24
H 8.02 4.48 -1.03
H 7.48 5.46 0.24
H 7.64 3.78 0.43
N 4.06 6.35 -4.45
H 4.37 5.58 -3.87
H 3.95 7.16 -3.86
H 3.18 5.96 -4.75
H 4.74 6.63 -5.14
O 4.15 2.30 0.89
C 3.04 1.99 0.39
O 2.14 1.22 0.84
B 0.97 1.19 -0.07
O 1.29 2.09 -1.15
C 2.52 2.47 -1.03
O 3.16 3.17 -1.77
O -0.24 1.73 0.65
C -1.03 0.73 0.91
O -2.04 0.69 1.65
C -0.56 -0.49 0.06
O 0.65 -0.19 -0.46
O -1.25 -1.52 -0.13
Br 4.08 2.49 -7.16
C 4.54 0.83 -6.37
C 5.89 0.33 -6.96
Br 5.56 -0.14 -8.85
H 3.88 -0.01 -6.59
H 4.52 1.01 -5.30
H 6.26 -0.56 -6.45
H 6.65 1.09 -6.80
Br -7.28 -3.70 1.99
C -6.15 -3.95 3.64
C -4.68 -3.79 3.40
Br -4.13 -5.29 2.17
H -6.38 -4.96 3.96
H -6.56 -3.37 4.47
H -4.11 -3.77 4.33
H -4.39 -2.87 2.89
Br -5.38 3.85 6.73
C -5.90 3.49 4.84
C -6.29 2.06 4.68
Br -8.06 1.68 5.62
H -5.02 3.80 4.27
H -6.64 4.22 4.51
H -5.54 1.35 5.04
H -6.52 1.82 3.65
Br -7.50 1.15 -1.31
C -5.78 0.58 -2.24
C -6.01 -0.95 -2.45
Br -7.29 -1.41 -3.79
H -4.90 0.53 -1.61
H -5.62 1.09 -3.19
H -6.26 -1.56 -1.58
H -5.13 -1.41 -2.89
Br 1.30 -3.54 4.32
C 2.52 -2.49 5.55
C 2.73 -1.05 4.97
Br 4.13 -0.10 6.00
H 3.49 -2.99 5.58
H 2.16 -2.57 6.58
H 1.80 -0.48 4.97
H 3.06 -1.34 3.97
Br 0.52 -7.86 -0.05
C 0.30 -6.05 -1.01
C 1.18 -6.21 -2.23
Br 1.13 -4.45 -3.22
H 0.51 -5.20 -0.36
H -0.74 -6.08 -1.33
H 0.73 -6.94 -2.90
H 2.21 -6.53 -2.10

Summary:
HOMO-LUMO gap = 0.191 hartree
E_tot = -32253.1211 hartree
E_HOMO = -10.402 eV
LUMO level = -5.202 eV
Energy above the lowest of the compared OMol25 structures with the same formula, charge and spin = 503.3 kJ/mol
Charge = +1

---

4.
The following is a quantum chemistry calculation of C15H12Br2Cl2IN2PtS as an isolated structure in a non-equilibrium geometry, from the Open Molecules 2025 dataset.

Positions of all 36 atoms, in Å:
Pt -0.10 0.53 2.12
Br -2.40 0.91 2.82
C 0.30 0.07 4.08
Br 1.91 -0.99 4.35
H -0.51 -0.50 4.52
H 0.46 1.01 4.58
I 1.70 3.43 3.08
C 0.13 2.62 1.84
H 0.43 2.89 0.83
H -0.75 3.19 2.13
S -2.07 -2.47 1.73
C -0.47 -1.52 1.59
N 0.06 -1.22 0.31
C -2.46 -2.41 -1.09
C -1.47 0.65 -1.23
C -2.69 0.67 -1.77
C -3.52 -0.45 -2.26
C -3.45 -1.76 -1.94
C -2.52 -2.67 0.13
H 0.25 -2.18 2.08
H -0.91 1.41 -0.68
H -3.16 1.64 -1.80
H -4.39 -0.13 -2.82
H -4.26 -2.41 -2.24
Cl 4.86 1.42 0.07
C 3.46 0.55 -0.64
C 3.64 0.15 -1.96
C 2.88 -0.36 -3.01
C 1.48 -0.60 -3.06
C 0.70 -0.54 -1.97
Cl -0.56 -0.86 -1.16
C 2.48 0.44 0.34
N 1.80 0.40 1.28
H 4.67 0.34 -2.26
H 3.41 -0.48 -3.94
H 1.07 -0.77 -4.05

Summary:
HOMO-LUMO gap = 0.220 hartree
E_tot = -7571.3986 hartree
E_HOMO = -3.968 eV
LUMO level = 2.013 eV
Energy above the lowest of the compared OMol25 structures with the same formula, charge and spin = 744.6 kJ/mol
Charge = -1

---

5.
The following is a quantum chemistry calculation of a 2-piece molecular cluster, C24H24F overall in a non-equilibrium geometry, from the Open Molecules 2025 dataset.

Positions of all 49 atoms, in Å:
C -2.94 -2.03 2.28
C -3.24 -1.83 0.82
C -2.29 -1.20 -0.05
C -1.03 -0.75 0.50
C 0.04 -0.09 -0.02
C -2.65 -1.05 -1.41
C -1.75 -0.41 -2.42
C -3.89 -1.51 -1.86
C -4.81 -2.13 -1.01
C -6.12 -2.61 -1.53
C -4.46 -2.28 0.34
H -3.79 -2.52 2.77
H -2.05 -2.66 2.43
H -2.76 -1.08 2.79
H -0.91 -0.98 1.57
H 0.85 0.12 0.67
H 0.10 0.26 -1.04
H -2.25 -0.45 -3.40
H -1.56 0.64 -2.20
H -0.80 -0.94 -2.52
H -4.14 -1.39 -2.92
H -6.69 -3.06 -0.71
H -6.72 -1.80 -1.96
H -6.00 -3.36 -2.32
H -5.17 -2.76 1.02
F 2.24 6.62 -0.22
C 2.37 5.25 -0.27
C 2.50 4.63 -1.51
C 2.61 3.25 -1.53
C 2.59 2.47 -0.34
C 2.69 1.06 -0.47
C 3.36 0.16 0.39
C 3.62 -1.16 -0.10
C 4.02 -2.18 0.76
C 4.18 -1.91 2.14
C 4.07 -0.60 2.61
C 3.73 0.44 1.74
C 2.43 3.17 0.90
C 2.35 4.55 0.93
H 2.50 5.22 -2.42
H 2.73 2.72 -2.48
H 2.40 0.65 -1.45
H 3.46 -1.35 -1.17
H 4.18 -3.18 0.37
H 4.44 -2.72 2.83
H 4.25 -0.37 3.66
H 3.73 1.47 2.11
H 2.33 2.61 1.83
H 2.24 5.07 1.88

Summary:
HOMO-LUMO gap = 0.162 hartree
E_tot = -1028.4956 hartree
E_HOMO = -10.358 eV
LUMO level = -5.956 eV
Energy above the lowest of the compared OMol25 structures with the same formula, charge and spin = 0.0 kJ/mol
Charge = +1

---

6.
The following is a quantum chemistry calculation of one molecule with the formula C15H21F3N2O3S in a non-equilibrium geometry, from the Open Molecules 2025 dataset.

Positions of all 45 atoms, in Å:
C 2.34 1.17 -6.49
O 1.62 2.23 -5.86
C 2.04 2.63 -4.57
C 1.88 1.52 -3.52
C 0.50 0.89 -3.60
N 0.39 -0.28 -2.67
C -0.31 -0.29 -1.47
C -0.74 0.91 -0.89
C -1.56 0.89 0.23
C -1.91 -0.29 0.88
S -2.80 -0.14 2.46
O -4.14 -0.72 2.40
O -2.88 1.29 2.87
N -1.88 -0.91 3.66
C -0.48 -0.43 3.73
C 0.26 -1.15 4.83
C 1.44 -0.45 5.50
C 0.12 -0.67 6.27
C -1.48 -1.51 0.31
C -1.83 -2.88 0.93
F -1.13 -3.09 2.05
F -1.55 -3.86 0.04
F -3.17 -2.98 1.20
C -0.71 -1.46 -0.84
H 2.56 1.44 -7.53
H 1.76 0.27 -6.53
H 3.31 1.01 -6.01
H 1.47 3.51 -4.25
H 3.10 2.97 -4.57
H 2.68 0.78 -3.66
H 2.02 1.96 -2.55
H -0.27 1.67 -3.42
H 0.31 0.47 -4.59
H 0.63 -1.18 -3.05
H -0.44 1.84 -1.35
H -1.84 1.85 0.65
H -2.40 -0.76 4.51
H -0.46 0.66 3.95
H 0.05 -0.64 2.80
H 0.29 -2.23 4.75
H 1.69 0.60 5.27
H 2.27 -1.06 5.81
H 0.13 -1.43 7.07
H -0.47 0.24 6.56
H -0.41 -2.38 -1.30

Summary:
HOMO-LUMO gap = 0.335 hartree
E_tot = -1617.1164 hartree
E_HOMO = -8.684 eV
LUMO level = 0.423 eV
Charge = 0

---

7.
The following is a quantum chemistry calculation of a 11-piece molecular cluster, C30H71NO24 overall in a non-equilibrium geometry, from the Open Molecules 2025 dataset.

Positions of all 126 atoms, in Å:
C 1.48 0.53 0.16
C 0.81 0.15 1.32
C -0.51 -0.48 1.28
O -1.19 -0.63 2.37
C -1.14 -0.82 0.12
C -0.50 -0.62 -1.15
C 0.95 0.09 -1.13
O 1.61 0.27 -2.16
O -1.07 -0.92 -2.22
O 1.44 0.49 2.41
H 2.40 1.09 0.26
H -2.15 -1.20 0.13
C -4.27 0.14 6.53
O -4.64 0.71 5.28
C -3.52 1.01 4.48
C -4.12 1.55 3.14
N -3.13 1.77 2.11
C -2.34 3.00 2.35
C -1.14 3.14 1.45
O -1.38 4.07 0.42
C -0.23 4.29 -0.34
H -5.17 0.05 7.14
H -3.63 0.86 7.04
H -3.77 -0.83 6.51
H -2.88 0.13 4.51
H -2.91 1.76 5.00
H -4.64 2.47 3.42
H -4.92 0.87 2.84
H -2.38 1.08 2.12
H -1.89 3.04 3.34
H -3.05 3.83 2.28
H -0.88 2.12 1.17
H -0.31 3.47 2.08
H -0.34 4.75 -1.33
H 0.50 3.49 -0.48
H 0.28 5.04 0.26
C 2.50 -4.10 3.83
C 1.87 -2.85 3.27
O 2.62 -2.11 2.34
O 1.69 -4.75 4.80
H 3.49 -3.77 4.14
H 2.58 -4.81 3.00
H 1.66 -2.18 4.10
H 0.90 -3.14 2.87
H 2.30 -1.21 2.50
H 2.15 -4.74 5.64
C 4.21 5.91 -0.93
C 4.28 5.10 0.34
O 4.81 3.81 0.04
O 3.02 5.68 -1.72
H 5.18 5.96 -1.45
H 4.21 6.95 -0.60
H 3.30 5.04 0.81
H 4.96 5.62 1.01
H 4.06 3.23 -0.15
H 3.03 4.77 -2.04
C -3.19 -3.45 2.25
C -1.91 -4.11 1.67
O -1.61 -5.31 2.36
O -2.96 -2.63 3.37
H -3.90 -4.23 2.52
H -3.68 -2.75 1.57
H -1.03 -3.46 1.72
H -1.94 -4.45 0.64
H -2.16 -6.05 2.09
H -2.49 -1.85 3.05
C 4.49 -0.98 -1.58
C 5.54 -2.14 -1.48
O 4.96 -3.40 -1.84
O 4.07 -0.81 -2.89
H 4.90 -0.07 -1.14
H 3.58 -1.10 -0.99
H 5.97 -2.25 -0.48
H 6.37 -1.91 -2.14
H 4.08 -3.40 -1.45
H 3.24 -0.32 -2.85
C 3.46 2.73 -3.12
C 2.45 2.70 -4.25
O 1.80 1.44 -4.52
O 2.92 2.62 -1.82
H 4.12 3.59 -3.26
H 4.12 1.86 -3.19
H 2.93 2.98 -5.19
H 1.63 3.40 -4.09
H 1.58 0.98 -3.70
H 2.60 1.72 -1.70
C -2.04 1.35 -4.78
C -2.71 0.19 -5.58
O -3.47 0.69 -6.68
O -2.96 2.26 -4.15
H -1.45 1.92 -5.50
H -1.43 1.07 -3.92
H -3.39 -0.33 -4.91
H -1.95 -0.52 -5.88
H -4.37 0.63 -6.35
H -3.46 2.70 -4.85
C -0.36 -0.46 6.24
C 0.63 0.70 6.07
O 0.12 1.44 5.04
O -0.41 -1.35 5.11
H -1.30 -0.06 6.62
H 0.06 -1.03 7.07
H 1.65 0.35 5.92
H 0.74 1.23 7.02
H 0.26 1.10 4.15
H -0.72 -0.90 4.32
C 1.14 -2.73 -6.47
C 0.88 -1.64 -5.39
O 0.06 -2.09 -4.33
O 1.84 -3.85 -5.90
H 1.68 -2.25 -7.28
H 0.22 -3.07 -6.95
H 0.35 -0.79 -5.83
H 1.85 -1.23 -5.13
H -0.21 -1.48 -3.63
H 1.37 -4.10 -5.09
C -4.36 -2.19 -2.76
C -3.75 -3.39 -1.88
O -2.37 -3.35 -1.99
O -3.81 -0.93 -2.34
H -5.45 -2.10 -2.75
H -4.02 -2.29 -3.79
H -4.04 -4.37 -2.26
H -4.05 -3.23 -0.84
H -2.02 -2.46 -1.86
H -2.87 -0.93 -2.53

Summary:
HOMO-LUMO gap = 0.267 hartree
E_tot = -3046.0354 hartree
E_HOMO = -3.325 eV
LUMO level = 3.935 eV
Charge = -2

---

8.
The following is a quantum chemistry calculation of C19H42AuOSb2 as an isolated structure, from the Open Molecules 2025 dataset.

Positions of all 65 atoms, in Å:
Au -1.05 -0.46 -1.66
C 2.27 -1.88 0.29
C 2.46 -0.40 -0.05
C 3.92 0.02 0.04
Sb 1.49 -0.02 -1.93
C 2.40 -1.17 -3.49
C 1.71 -2.53 -3.61
C 3.91 -1.32 -3.35
C 1.73 2.05 -2.44
C 3.17 2.52 -2.56
C 0.94 2.90 -1.45
H 2.65 -2.08 1.29
H 2.82 -2.51 -0.41
H 1.22 -2.18 0.26
H 1.87 0.21 0.64
H 4.55 -0.56 -0.63
H 4.29 -0.17 1.06
H 4.08 1.07 -0.18
H 2.17 -0.57 -4.38
H 1.91 -3.15 -2.73
H 2.10 -3.06 -4.48
H 0.63 -2.44 -3.72
H 4.17 -1.95 -2.50
H 4.43 -0.37 -3.25
H 4.31 -1.82 -4.24
H 1.25 2.10 -3.42
H 3.66 2.58 -1.58
H 3.20 3.53 -2.99
H 3.78 1.88 -3.20
H 1.36 2.83 -0.44
H -0.11 2.61 -1.39
H 0.98 3.95 -1.74
O -3.98 -0.49 -2.82
C -2.95 -0.62 -2.40
C 0.13 -0.51 3.51
C -0.99 0.47 3.18
C -0.53 1.91 3.36
Sb -1.75 0.11 1.19
C -3.55 1.29 1.22
C -3.30 2.70 0.68
C -4.21 1.33 2.59
C -2.60 -1.84 1.59
C -3.98 -2.02 0.98
C -1.66 -2.94 1.13
H 0.50 -0.33 4.53
H 0.98 -0.39 2.83
H -0.20 -1.55 3.47
H -1.85 0.27 3.82
H 0.33 2.13 2.73
H -0.24 2.09 4.39
H -1.32 2.63 3.11
H -4.21 0.77 0.52
H -2.62 3.27 1.32
H -4.24 3.26 0.62
H -2.86 2.68 -0.32
H -3.62 1.91 3.30
H -4.35 0.33 3.02
H -5.19 1.80 2.53
H -2.69 -1.88 2.68
H -3.97 -1.88 -0.10
H -4.73 -1.34 1.40
H -4.34 -3.04 1.16
H -1.53 -2.92 0.04
H -2.05 -3.93 1.39
H -0.66 -2.86 1.57

Summary:
HOMO-LUMO gap = 0.281 hartree
E_tot = -1440.3186 hartree
E_HOMO = -10.894 eV
LUMO level = -3.255 eV
Energy above the lowest of the compared OMol25 structures with the same formula, charge and spin = 0.0 kJ/mol
Charge = +1

---

9.
The following is a quantum chemistry calculation of a 2-piece molecular cluster, C4H8O2 overall in a non-equilibrium geometry, from the Open Molecules 2025 dataset.

Positions of all 14 atoms, in Å:
C 0.63 -2.07 0.14
C 0.19 -0.74 0.34
O -1.00 -0.51 1.08
C -0.06 0.09 -1.00
C -0.69 1.25 -1.09
H 1.52 -2.52 0.56
H -0.10 -2.87 0.12
H 1.06 -0.17 0.74
H 0.59 -0.18 -1.81
H -0.37 2.26 -0.41
H -1.30 1.34 -1.98
H 0.59 3.20 1.06
H -1.31 -1.38 1.38
O 0.25 2.31 0.86

Summary:
HOMO-LUMO gap = 0.180 hartree
E_tot = -307.3470 hartree
E_HOMO = -7.619 eV
LUMO level = -2.718 eV
Energy above the lowest of the compared OMol25 structures with the same formula, charge and spin = 959.4 kJ/mol
Charge = 0